No. 1
{"formula": "CH6N2S2", "method": "wB97M-V/def2-TZVPD", "largest_force_ev_per_a": 1.16, "gap_ev": [8.287, 8.288], "homo_energy_ha": [-0.2841, -0.2842], "lumo_ha": [0.0204, 0.0204], "symbols": ["C", "N", "N", "S", "S", "H", "H", "H", "H", "H", "H"], "coordinates": [[0.14, -0.51, 0.36], [-1.23, 1.43, 0.46], [-0.30, 0.64, 0.85], [1.55, -1.24, 1.14], [-0.54, -1.17, -1.13], [0.99, 1.34, -1.33], [-1.65, 1.09, -0.40], [1.17, 1.81, -1.92], [0.17, 0.96, 1.70], [1.25, -2.49, 0.81], [-1.54, -1.86, -0.55]], "lowdin_charge": [-1.101, 0.024, -0.267, 0.700, 0.700, 0.008, 0.005, 0.060, 0.142, -0.145, -0.125]}

No. 2
{"formula": "C5H14BO3P2", "method": "wB97M-V/def2-TZVPD", "largest_force_ev_per_a": 2.09, "gap_ev": 6.506, "homo_energy_ha": -0.1078, "total_charge": -1, "lumo_ha": 0.1313, "symbols": ["C", "P", "C", "B", "O", "C", "C", "P", "C", "O", "O", "H", "H", "H", "H", "H", "H", "H", "H", "H", "H", "H", "H", "H", "H"], "coordinates": [[-1.76, 1.79, 0.60], [0.08, 2.17, 0.42], [0.90, 2.05, 2.10], [0.99, 1.08, -0.90], [0.49, 1.07, -2.29], [-0.26, -0.13, -2.36], [0.56, -1.15, -1.49], [-0.44, -2.39, -0.50], [0.77, -3.01, 0.78], [-1.59, -1.49, 0.35], [1.28, -0.35, -0.57], [-2.24, 1.45, -0.32], [-1.93, 1.09, 1.44], [-2.26, 2.72, 0.91], [1.51, 2.95, 2.22], [1.48, 1.13, 2.27], [0.11, 2.10, 2.85], [2.08, 1.65, -0.98], [-0.49, -0.44, -3.38], [-1.23, 0.15, -1.89], [1.23, -1.65, -2.21], [1.22, -3.95, 0.45], [1.54, -2.24, 0.94], [0.28, -3.21, 1.74], [-2.37, -1.39, -0.18]], "lowdin_charge": [-0.361, 0.891, -0.345, -0.954, -0.107, -0.228, -0.473, 0.875, -0.277, -0.341, -0.153, 0.003, 0.007, -0.004, -0.001, 0.017, 0.011, 0.060, 0.109, 0.085, 0.107, 0.015, 0.028, 0.026, 0.010]}

No. 3
{"formula": "C4H12O4", "method": "wB97M-V/def2-TZVPD", "smiles": "C=CC(=C)O.O.O.O", "largest_force_ev_per_a": 2.41, "gap_ev": 9.555, "homo_energy_ha": -0.3293, "lumo_ha": 0.0218, "symbols": ["C", "C", "O", "C", "C", "H", "H", "H", "H", "H", "H", "H", "H", "O", "H", "H", "O", "H", "H", "O"], "coordinates": [[0.36, 1.59, 1.86], [-0.38, 1.38, 0.77], [-1.55, 0.66, 0.80], [-0.01, 1.85, -0.59], [-0.49, 1.36, -1.71], [0.02, 1.28, 2.83], [1.20, 2.26, 1.70], [-1.68, 0.36, 1.71], [0.57, 2.76, -0.47], [-1.15, 0.52, -1.85], [-0.13, 1.76, -2.66], [-1.34, -1.91, 2.22], [-0.60, -1.92, 3.58], [-1.42, -1.63, 3.14], [3.51, -0.88, -2.98], [2.85, -1.81, -4.07], [3.35, -1.80, -3.28], [-1.41, -2.55, -0.66], [-0.92, -1.16, -0.20], [-0.78, -2.11, -0.14]], "lowdin_charge": [0.067, -0.415, 0.007, -0.119, 0.030, 0.064, 0.059, 0.088, 0.107, 0.059, 0.059, 0.010, 0.058, -0.067, 0.055, 0.000, -0.055, 0.018, 0.000, -0.025]}

No. 4
{"formula": "C5H12NO", "method": "wB97M-V/def2-TZVPD", "largest_force_ev_per_a": 4.77, "gap_ev": 10.261, "homo_energy_ha": -0.4945, "total_charge": 1, "lumo_ha": -0.1174, "symbols": ["C", "C", "C", "C", "C", "N", "O", "H", "H", "H", "H", "H", "H", "H", "H", "H", "H", "H", "H"], "coordinates": [[0.71, -1.42, -0.98], [1.45, -0.58, 0.09], [-0.83, -0.15, -0.30], [-1.74, -0.66, 0.75], [0.91, 1.74, -0.15], [0.39, 0.40, 0.39], [-1.36, 0.73, -1.21], [0.99, -1.02, -2.03], [0.32, -2.42, -1.02], [1.74, -1.19, 1.00], [2.34, -0.04, -0.40], [-1.20, -1.13, 1.51], [-2.43, -1.28, 0.22], [-2.35, 0.15, 1.25], [1.04, 1.71, -1.24], [0.36, 2.67, 0.17], [2.01, 1.82, 0.29], [0.26, 0.68, 1.33], [-2.19, 0.35, -1.58]], "lowdin_charge": [0.079, -0.157, -0.371, 0.006, 0.009, -0.104, 0.054, 0.114, 0.078, 0.155, 0.144, 0.074, 0.098, 0.137, 0.107, 0.126, 0.142, 0.155, 0.155]}